# C27H28FeN4O2S5

C27H28FeN4O2S5 as an isolated structure (the ωB97M-V functional and the def2-TZVPD basis, the OMol25 dataset).

Geometry as XYZ:
```
67
Properties=species:S:1:pos:R:3:mulliken_spin:R:1
Fe 0.470 -0.843 1.136 2.0298
C -1.854 5.697 0.271 -0.0020
C -1.626 4.226 0.546 -0.0679
C -2.654 3.290 0.367 0.2091
C -2.507 1.941 0.701 -0.0538
C -3.571 0.992 0.645 0.5475
N -4.565 1.058 -0.328 0.1379
C -4.102 1.159 -1.710 0.0160
C -3.848 -0.238 -2.299 0.0313
C -2.835 -0.263 -3.437 -0.0061
N -1.460 -0.380 -2.916 -0.0073
C -0.469 -0.752 -3.660 -0.0060
C 0.821 -1.115 -3.218 0.0113
C 1.785 -1.468 -4.189 -0.0042
C 3.027 -1.922 -3.850 0.0035
C 4.061 -2.296 -4.885 -0.0001
C 3.303 -2.059 -2.476 -0.0076
C 2.413 -1.738 -1.479 0.0118
C 2.838 -1.967 -0.098 -0.0167
N 2.161 -1.780 0.956 -0.0571
C 2.838 -2.035 2.234 -0.0160
C 2.812 -0.781 3.122 0.0136
C 2.880 0.512 2.312 0.0054
N 1.557 0.796 1.752 -0.0109
C 1.126 2.001 1.718 0.0320
C -0.176 2.408 1.273 -0.0478
C -0.419 3.779 1.023 0.1784
C -1.211 1.462 1.105 0.0853
O -1.058 0.188 1.256 -0.0305
C 1.131 -1.194 -1.821 -0.0131
O 0.295 -0.799 -0.958 0.0296
H -2.795 5.857 -0.257 0.0004
H -1.048 6.117 -0.336 -0.0019
H -1.894 6.269 1.202 -0.0023
H -3.630 3.626 0.026 0.0114
H -3.598 0.186 1.366 0.0242
H -5.294 0.375 -0.212 -0.0192
H -3.175 1.730 -1.698 0.0033
H -4.829 1.704 -2.316 -0.0168
H -4.789 -0.661 -2.654 0.0010
H -3.481 -0.884 -1.496 -0.0021
H -2.916 0.642 -4.042 0.0002
H -3.027 -1.111 -4.091 -0.0004
H -1.259 -0.385 -1.903 0.0151
H -0.676 -0.799 -4.727 0.0020
H 1.513 -1.369 -5.237 -0.0004
H 3.786 -1.920 -5.870 0.0001
H 4.165 -3.382 -4.960 0.0002
H 5.040 -1.890 -4.625 0.0001
H 4.275 -2.449 -2.179 -0.0001
H 3.851 -2.360 0.008 -0.0021
H 3.870 -2.345 2.055 0.0011
H 2.319 -2.849 2.737 0.0044
H 3.653 -0.834 3.816 0.0010
H 1.895 -0.758 3.716 -0.0084
H 3.598 0.395 1.492 -0.0008
H 3.226 1.336 2.939 0.0002
H 1.794 2.802 2.049 0.0017
H 0.385 4.494 1.191 0.0138
S 1.238 -3.789 7.691 0.1059
C 0.489 -3.092 6.415 0.0001
S 0.576 -3.710 4.799 0.0192
C -0.418 -2.530 3.975 0.2647
C -0.963 -1.536 4.819 -0.0164
S -2.000 -0.306 4.416 0.4827
S -0.461 -1.658 6.510 -0.0292
S -0.580 -2.793 2.291 0.1519
```

Properties
* LUMO level (spin up / spin down): -1.16 / -1.16 eV
* Kohn-Sham gap (spin up / spin down): 4.613 / 6.094 eV
* E_HOMO (spin up / spin down): -5.769 / -7.256 eV
* spin multiplicity: 5
* strongest force on any atom: 1.0 eV/A
* ⟨S²⟩: 6.071

***

# C27H28IN3O2Pd

C27H28IN3O2Pd as an isolated structure (the ωB97M-V functional and the def2-TZVPD basis, the OMol25 dataset).

Geometry as XYZ:
```
62
Properties=species:S:1:pos:R:3:lowdin_charge:R:1
C 0.627 3.726 -1.455 -0.4027
C 2.652 0.968 0.424 -0.4452
H 1.380 3.975 -2.220 -0.0777
H 0.603 4.484 -0.653 -0.0785
H -0.370 3.588 -1.882 -0.0894
H 3.367 0.652 -0.358 -0.0122
H 3.179 1.551 1.195 -0.0507
H 2.155 0.096 0.862 -0.0479
C -2.029 2.158 -0.759 -0.1876
C -3.385 1.872 -0.968 -0.0767
C -3.719 0.606 -1.434 -0.0986
C -2.687 -0.306 -1.631 -0.0273
H -1.736 3.134 -0.376 0.0712
H -4.117 2.648 -0.770 0.0873
H -4.755 0.319 -1.621 0.0911
H -2.917 -1.319 -1.933 0.0788
N -1.045 1.298 -1.005 0.0637
C -1.332 0.044 -1.371 -0.1958
C -0.250 -0.988 -1.401 -0.2019
N 1.007 -0.654 -1.092 0.1103
C 1.940 -1.594 -0.984 -0.1432
C 0.398 -3.334 -1.560 -0.0898
C 1.678 -2.962 -1.166 -0.0743
H 2.948 -1.273 -0.722 0.0838
H 2.469 -3.685 -0.985 0.0865
C -0.562 -2.338 -1.706 -0.0290
H -1.579 -2.593 -1.972 0.0820
H 0.124 -4.379 -1.714 0.0966
Pd 1.385 2.103 -0.556 0.3966
I 0.437 2.281 1.888 0.3971
C 3.082 0.790 3.829 -0.1170
C 2.631 -0.616 3.555 -0.2411
C 3.392 -1.426 2.705 -0.0799
C 2.980 -2.716 2.367 -0.1046
C 1.818 -3.225 2.928 -0.0444
C 1.044 -2.424 3.778 -0.2231
N -0.118 -2.985 4.308 0.0698
C -1.381 -2.416 4.311 -0.2419
C -2.239 -2.606 5.410 -0.0615
C -3.364 -1.798 5.540 -0.1359
C -3.675 -0.849 4.550 -0.1188
C -2.884 -0.756 3.398 -0.0226
C -1.764 -1.575 3.251 -0.0762
C -1.000 -1.641 1.930 -0.6317
O -0.692 -0.523 1.425 -0.1356
O -0.755 -2.796 1.491 -0.0365
C 1.448 -1.116 4.123 -0.1523
C 0.655 -0.251 5.048 -0.0341
H 2.341 1.529 3.448 -0.0616
H 3.213 0.980 4.904 0.0652
H 4.024 0.998 3.310 0.0646
H 4.314 -1.016 2.288 0.1004
H 3.565 -3.313 1.668 0.0865
H 1.458 -4.225 2.684 0.1059
H -0.063 -3.934 4.664 0.1379
H -1.963 -3.349 6.164 0.0955
H -3.997 -1.901 6.422 0.0787
H -4.546 -0.202 4.664 0.0803
H -3.116 -0.050 2.598 0.1155
H 0.075 0.489 4.474 0.0613
H -0.026 -0.830 5.676 0.0717
H 1.326 0.310 5.709 0.0689
```

Properties
* LUMO level (spin up / spin down): 4.97 / 4.97 eV
* Kohn-Sham gap (spin up / spin down): 4.953 / 4.956 eV
* E_HOMO (spin up / spin down): 0.017 / 0.014 eV
* charge: -2
* strongest force on any atom: 1.9 eV/A

***

# C27H28IN3O2Pt

C27H28IN3O2Pt as an isolated structure (the ωB97M-V functional and the def2-TZVPD basis, the OMol25 dataset).

Geometry as XYZ:
```
62
Properties=species:S:1:pos:R:3:mulliken_spin:R:1
C 2.354 2.390 2.120 0.0056
C 1.259 3.289 1.798 -0.0085
H 2.215 1.775 3.004 -0.0001
H 3.241 3.023 2.230 -0.0013
H 2.543 1.700 1.304 -0.0048
H 0.330 2.774 1.578 0.0039
H 1.067 3.944 2.651 -0.0035
H 1.520 3.990 0.989 0.0064
C 0.158 -3.772 0.597 -0.0010
C -0.117 -4.973 1.245 0.0082
C -1.426 -5.483 1.222 -0.0094
C -2.428 -4.809 0.531 0.0102
H 1.141 -3.327 0.495 0.0058
H 0.677 -5.458 1.802 0.0016
H -1.662 -6.375 1.788 -0.0013
H -3.457 -5.158 0.457 0.0009
N -0.871 -3.041 0.118 0.1296
C -2.118 -3.577 -0.058 0.0089
C -2.970 -2.660 -0.744 -0.0079
N -2.276 -1.509 -1.051 0.1218
C -2.809 -0.512 -1.768 0.0063
C -4.959 -1.574 -1.523 -0.0091
C -4.182 -0.472 -1.926 0.0088
H -2.113 0.279 -2.064 0.0067
H -4.635 0.437 -2.291 0.0010
C -4.341 -2.692 -0.979 0.0124
H -4.885 -3.577 -0.645 0.0001
H -6.041 -1.525 -1.600 -0.0010
Pt -0.714 -1.010 0.097 1.3400
I -0.886 0.173 2.156 0.2594
C 4.537 5.299 1.682 0.0006
C 3.703 5.172 0.419 -0.0002
C 2.726 6.160 0.239 0.0006
C 1.885 6.151 -0.882 -0.0002
C 1.965 5.117 -1.784 0.0007
C 2.800 4.010 -1.519 -0.0004
N 2.404 2.821 -2.110 -0.0027
C 3.075 1.687 -2.550 -0.0025
C 4.354 1.746 -3.112 0.0005
C 5.028 0.555 -3.389 -0.0004
C 4.399 -0.692 -3.224 -0.0003
C 3.071 -0.740 -2.778 0.0072
C 2.406 0.425 -2.433 0.0117
C 1.026 0.323 -1.825 -0.0167
O 0.296 1.326 -1.633 0.0017
O 0.693 -0.901 -1.493 0.1119
C 3.805 4.106 -0.490 -0.0005
C 4.903 3.109 -0.430 -0.0004
H 4.266 4.499 2.391 0.0000
H 5.628 5.290 1.537 0.0000
H 4.306 6.255 2.187 0.0000
H 2.671 6.974 0.977 0.0000
H 1.170 6.966 -1.009 0.0000
H 1.375 5.118 -2.701 -0.0001
H 1.383 2.702 -2.185 0.0005
H 4.791 2.727 -3.306 0.0001
H 6.057 0.608 -3.757 -0.0001
H 4.932 -1.626 -3.456 0.0000
H 2.563 -1.690 -2.643 -0.0008
H 4.526 2.081 -0.463 0.0002
H 5.591 3.224 -1.282 0.0001
H 5.477 3.196 0.500 -0.0001
```

Properties
* LUMO level (spin up / spin down): -1.24 / -1.19 eV
* Kohn-Sham gap (spin up / spin down): 5.615 / 5.666 eV
* E_HOMO (spin up / spin down): -6.855 / -6.851 eV
* spin multiplicity: 3
* strongest force on any atom: 3.1 eV/A
* ⟨S²⟩: 2.013